[1]
48
Properties=species:S:1:pos:R:3:nbo_charge:R:1 method="wB97M-V/def2-TZVPD" orbital_gap_ev=9.5 energy_ha=-1487.89020 e_above_lowest_kj_mol=184.2 mol_weight_da=361.47 fmax_ev_per_a=1.3
C -3.69 0.77 -3.39 -0.63
C -2.75 0.14 -2.42 0.00
C -1.38 0.17 -2.61 -0.22
C -0.52 -0.41 -1.70 -0.21
C -1.04 -1.03 -0.57 0.17
N -0.14 -1.60 0.36 -0.18
N -0.18 -2.89 0.68 -0.24
C 0.84 -3.11 1.49 0.13
C 1.57 -1.92 1.72 -0.14
C 0.90 -0.96 0.98 0.31
N 1.12 0.42 0.87 -0.65
C 2.04 0.95 0.00 0.70
O 2.67 0.26 -0.76 -0.61
C 2.16 2.46 0.07 -0.50
C 1.23 3.14 -0.95 -0.20
C -0.24 3.02 -0.55 -0.62
C 1.62 4.61 -1.09 -0.60
C 2.69 -1.97 2.66 -0.64
S 2.27 -3.53 3.56 2.15
O 3.44 -4.31 3.85 -0.93
O 1.40 -3.20 4.66 -0.94
C 1.26 -4.31 2.22 -0.66
C -2.41 -1.09 -0.35 0.00
C -2.96 -1.77 0.87 -0.64
C -3.25 -0.50 -1.28 -0.21
H -3.17 1.11 -4.28 0.22
H -4.19 1.63 -2.94 0.22
H -4.46 0.06 -3.69 0.22
H -0.97 0.66 -3.49 0.21
H 0.55 -0.39 -1.86 0.24
H 0.58 1.03 1.46 0.41
H 3.19 2.71 -0.17 0.24
H 1.93 2.82 1.08 0.20
H 1.38 2.65 -1.92 0.21
H -0.86 3.53 -1.28 0.22
H -0.55 1.98 -0.51 0.22
H -0.41 3.48 0.42 0.20
H 1.52 5.12 -0.14 0.20
H 0.98 5.10 -1.81 0.21
H 2.65 4.71 -1.43 0.21
H 2.74 -1.15 3.36 0.26
H 3.66 -2.13 2.18 0.25
H 0.44 -4.88 2.64 0.27
H 1.93 -4.95 1.65 0.25
H -2.70 -2.83 0.85 0.25
H -2.54 -1.35 1.77 0.22
H -4.04 -1.67 0.91 0.21
H -4.31 -0.54 -1.13 0.21



[2]
50
Properties=species:S:1:pos:R:3:nbo_charge:R:1 method="wB97M-V/def2-TZVPD" orbital_gap_ev=8.1 energy_ha=-2284.30165 e_above_lowest_kj_mol=0.0 mol_weight_da=425.60 fmax_ev_per_a=1.6
C 1.31 0.48 -4.48 -0.63
C 0.58 1.23 -3.39 -0.07
O 0.27 0.31 -2.34 -0.54
C -0.58 0.75 -1.39 0.79
O -1.06 1.86 -1.41 -0.60
C -0.85 -0.27 -0.37 -0.29
C -0.12 -1.42 -0.18 0.05
N 1.02 -1.81 -0.85 -0.63
C 1.65 -2.97 -0.57 0.66
O 1.25 -3.75 0.27 -0.60
C 2.92 -3.21 -1.37 -0.60
S 4.36 -2.51 -0.47 0.34
C 4.22 -0.85 -0.92 -0.14
N 3.33 -0.36 -1.73 -0.35
N 3.46 0.95 -1.92 -0.27
C 4.42 1.50 -1.28 0.08
C 4.76 2.93 -1.33 -0.66
S 5.34 0.35 -0.30 0.36
S -0.74 -2.40 1.10 0.50
C -2.01 -1.24 1.38 -0.24
C -1.94 -0.18 0.55 0.06
C -2.92 0.95 0.62 -0.44
C -4.13 0.57 1.48 -0.39
C -3.72 -0.12 2.78 -0.20
C -2.82 0.77 3.64 -0.40
C -2.76 0.33 5.10 -0.60
C -3.05 -1.45 2.44 -0.44
H 0.69 -0.34 -4.85 0.21
H 2.24 0.08 -4.09 0.22
H 1.52 1.15 -5.31 0.21
H -0.36 1.68 -3.75 0.19
H 1.21 2.03 -2.98 0.20
H 1.40 -1.15 -1.53 0.47
H 2.89 -2.75 -2.35 0.25
H 3.12 -4.27 -1.43 0.26
H 4.69 3.37 -0.33 0.24
H 4.07 3.44 -2.00 0.25
H 5.78 3.07 -1.68 0.23
H -2.41 1.83 1.04 0.22
H -3.24 1.23 -0.38 0.23
H -4.77 -0.11 0.91 0.20
H -4.71 1.47 1.70 0.21
H -4.63 -0.33 3.35 0.20
H -3.20 1.80 3.60 0.20
H -1.81 0.77 3.22 0.21
H -3.76 0.33 5.54 0.20
H -2.13 1.00 5.67 0.21
H -2.35 -0.68 5.19 0.20
H -3.80 -2.16 2.07 0.22
H -2.59 -1.90 3.32 0.22



[3]
49
Properties=species:S:1:pos:R:3:nbo_charge:R:1 method="wB97M-V/def2-TZVPD" orbital_gap_ev=7.8 energy_ha=-1562.40083 e_above_lowest_kj_mol=2132.0 mol_weight_da=377.47 fmax_ev_per_a=19.8
C 4.15 0.14 1.32 -0.21
O 3.72 0.86 0.15 -0.51
C 2.45 1.46 0.18 0.23
C 2.08 2.31 -0.78 -0.27
C 0.82 2.78 -1.00 -0.27
C -0.27 2.52 0.09 0.07
C -0.06 1.50 1.15 -0.30
C 1.24 1.01 0.96 0.33
O 1.48 0.03 1.91 -0.56
C 0.62 -0.30 3.00 -0.29
H -0.41 -0.47 2.63 0.23
H 0.26 0.74 3.50 0.17
H 1.08 -1.18 3.55 0.22
H -0.74 1.42 1.70 0.17
C -1.57 3.27 -0.15 -0.33
H -2.14 3.13 1.06 0.09
H -1.38 4.20 -0.12 0.20
C -2.47 2.71 -1.10 -0.29
N -2.34 1.44 -1.41 -0.57
C -2.96 0.59 -0.36 0.58
N -3.60 0.81 0.61 -0.75
H -3.53 1.82 1.26 0.42
H -3.59 0.15 1.41 0.46
N -2.99 -0.78 -0.60 -0.89
S -1.97 -1.66 -0.09 2.18
O -2.31 -3.15 -0.10 -0.88
O -2.05 -1.54 1.51 -1.02
C -0.26 -1.50 -0.49 -0.21
C 0.56 -2.57 0.18 -0.17
C 1.97 -2.55 -0.34 -0.15
C 2.31 -1.51 -1.47 0.08
C 1.31 -0.77 -2.05 -0.23
C 0.08 -0.71 -1.42 -0.22
H -0.70 -0.18 -1.84 0.25
H 1.59 -0.11 -2.69 0.20
C 3.74 -1.39 -1.92 -0.57
H 4.20 -0.65 -1.85 0.20
H 3.68 -1.63 -2.78 0.20
H 4.27 -2.37 -1.55 0.19
H 2.55 -3.06 0.09 0.15
H 0.41 -3.30 1.00 0.26
H -2.96 -0.95 -1.52 0.42
H -3.54 3.12 -1.04 0.17
H -2.07 3.01 -2.10 0.22
H 0.51 3.78 -1.66 0.22
H 2.98 2.55 -1.44 0.23
H 4.09 0.58 2.22 0.18
H 5.29 -0.14 1.04 0.17
H 3.65 -0.74 1.24 0.19



[4]
49
Properties=species:S:1:pos:R:3:nbo_charge:R:1 method="wB97M-V/def2-TZVPD" total_charge=+1 orbital_gap_ev=7.0 energy_ha=-5915.88763 e_above_lowest_kj_mol=138.1 mol_weight_da=664.41 fmax_ev_per_a=1.1
Pt 0.59 -0.09 -0.19 0.94
Se 1.99 0.73 2.27 0.21
Se 3.55 -0.95 1.83 0.23
C 3.74 -0.67 -0.06 0.05
C 5.03 -0.61 -0.55 -0.25
C 5.22 -0.49 -1.92 -0.11
C 4.12 -0.45 -2.75 -0.25
C 2.86 -0.52 -2.18 0.07
N 2.66 -0.61 -0.86 -0.58
C 0.67 -0.45 3.08 0.03
C 0.27 -0.20 4.38 -0.26
C -0.70 -1.03 4.93 -0.14
C -1.20 -2.06 4.16 -0.24
C -0.72 -2.23 2.87 0.05
N 0.20 -1.43 2.34 -0.48
H 5.87 -0.67 0.13 0.25
H 6.22 -0.42 -2.32 0.24
H 4.22 -0.36 -3.82 0.24
H 1.97 -0.53 -2.79 0.22
H 0.70 0.62 4.95 0.24
H -1.04 -0.87 5.94 0.24
H -1.95 -2.74 4.55 0.24
H -1.08 -3.04 2.24 0.20
C -1.11 3.43 -1.54 -0.62
C -0.15 2.26 -1.68 0.08
C 1.17 2.70 -2.26 -0.63
O 0.03 1.74 -0.35 -0.68
H -1.28 3.88 -2.52 0.23
H -0.70 4.18 -0.88 0.22
H -2.08 3.12 -1.15 0.20
H -0.60 1.49 -2.32 0.17
H 1.68 3.38 -1.57 0.22
H 1.03 3.23 -3.21 0.22
H 1.83 1.86 -2.46 0.20
C -4.72 0.80 0.11 -0.65
C -3.51 -0.04 -0.14 0.21
C -3.38 -1.35 -0.57 -0.33
C -2.01 -1.60 -0.67 0.20
N -1.35 -0.50 -0.32 -0.31
N -2.27 0.43 -0.01 -0.33
C -1.28 -2.83 -1.09 -0.65
H -5.60 0.17 0.17 0.24
H -4.86 1.51 -0.70 0.24
H -4.63 1.35 1.04 0.24
H -4.18 -2.05 -0.78 0.24
H -1.92 1.35 0.25 0.45
H -1.98 -3.65 -1.24 0.24
H -0.56 -3.13 -0.33 0.23
H -0.74 -2.67 -2.02 0.24



[5]
48
Properties=species:S:1:pos:R:3:nbo_charge:R:1 method="wB97M-V/def2-TZVPD" orbital_gap_ev=9.0 energy_ha=-1446.83417 e_above_lowest_kj_mol=285.7 mol_weight_da=357.48 fmax_ev_per_a=0.8
N 6.51 -2.96 0.87 -0.25
C 5.53 -2.37 0.82 0.23
C 4.31 -1.61 0.80 -0.09
N 4.10 -0.68 -0.05 -0.15
N 2.87 -0.14 0.17 -0.44
C 2.08 -0.65 1.19 0.27
N 0.92 -0.32 1.56 -0.49
C 0.23 0.77 0.90 -0.22
C -0.95 0.25 0.09 -0.23
C -1.68 1.39 -0.67 -0.41
C -3.16 1.27 -0.30 -0.40
C -3.15 0.60 1.08 -0.04
N -4.46 0.07 1.40 -0.60
C -4.81 -1.17 1.85 0.63
O -4.04 -2.08 2.06 -0.59
C -6.25 -1.30 2.03 -0.20
C -7.44 -1.46 2.17 0.17
C -8.88 -1.66 2.33 -0.33
C -9.65 -0.34 2.22 -0.38
C -11.14 -0.57 2.48 -0.40
C -11.72 -1.62 1.54 -0.40
C -10.91 -2.92 1.56 -0.40
C -9.42 -2.67 1.31 -0.38
C -2.03 -0.44 0.94 -0.40
S 3.02 -1.94 1.96 0.36
H 2.60 0.58 -0.47 0.42
H -0.13 1.45 1.68 0.20
H 0.88 1.38 0.26 0.15
H -0.56 -0.47 -0.64 0.21
H -1.29 2.37 -0.37 0.20
H -1.53 1.32 -1.75 0.22
H -3.68 2.23 -0.30 0.21
H -3.68 0.63 -1.01 0.21
H -2.85 1.32 1.84 0.18
H -5.24 0.72 1.34 0.40
H -9.05 -2.07 3.33 0.23
H -9.25 0.40 2.91 0.21
H -9.52 0.07 1.21 0.20
H -11.28 -0.88 3.52 0.19
H -11.68 0.37 2.36 0.21
H -12.76 -1.83 1.81 0.21
H -11.74 -1.23 0.52 0.19
H -11.04 -3.42 2.53 0.19
H -11.30 -3.61 0.81 0.21
H -9.30 -2.26 0.30 0.20
H -8.86 -3.60 1.35 0.22
H -2.39 -1.33 0.43 0.23
H -1.67 -0.78 1.91 0.24



[6]
48
Properties=species:S:1:pos:R:3:nbo_charge:R:1 method="wB97M-V/def2-TZVPD" orbital_gap_ev=9.0 energy_ha=-1446.84376 e_above_lowest_kj_mol=260.5 mol_weight_da=357.48 fmax_ev_per_a=0.1
N -10.60 0.67 -0.79 -0.25
C -9.61 0.22 -0.40 0.24
C -8.36 -0.26 0.08 -0.11
N -8.14 -1.50 0.29 -0.15
N -6.89 -1.69 0.74 -0.44
C -6.06 -0.58 0.90 0.27
N -4.87 -0.49 1.29 -0.50
C -4.12 -1.68 1.64 -0.22
C -3.02 -1.96 0.62 -0.22
C -2.24 -3.25 0.97 -0.40
C -0.78 -2.93 0.64 -0.41
C -0.67 -1.46 1.05 -0.05
N 0.50 -0.77 0.55 -0.60
C 1.71 -0.90 1.15 0.63
O 1.90 -1.61 2.12 -0.60
C 2.78 -0.14 0.50 -0.20
C 3.67 0.48 -0.02 0.17
C 4.75 1.22 -0.65 -0.33
C 4.40 1.63 -2.09 -0.38
C 5.55 2.39 -2.74 -0.40
C 5.95 3.61 -1.92 -0.40
C 6.28 3.22 -0.48 -0.40
C 5.13 2.46 0.17 -0.38
C -1.97 -0.84 0.54 -0.40
S -7.03 0.82 0.42 0.38
H -6.61 -2.64 0.92 0.42
H -3.65 -1.49 2.61 0.20
H -4.73 -2.58 1.77 0.16
H -3.51 -2.08 -0.36 0.20
H -2.34 -3.47 2.04 0.20
H -2.61 -4.12 0.43 0.22
H -0.07 -3.56 1.17 0.23
H -0.59 -3.02 -0.43 0.20
H -0.63 -1.41 2.14 0.21
H 0.42 -0.19 -0.26 0.40
H 5.63 0.57 -0.69 0.23
H 4.14 0.74 -2.67 0.21
H 3.50 2.26 -2.06 0.20
H 6.41 1.72 -2.85 0.19
H 5.26 2.69 -3.75 0.21
H 6.80 4.10 -2.38 0.21
H 5.12 4.33 -1.92 0.19
H 7.18 2.59 -0.47 0.19
H 6.51 4.11 0.10 0.21
H 4.25 3.11 0.24 0.20
H 5.39 2.16 1.19 0.22
H -1.84 -0.51 -0.49 0.20
H -2.27 0.04 1.12 0.23



[7]
45
Properties=species:S:1:pos:R:3:nbo_charge:R:1 method="wB97M-V/def2-TZVPD" orbital_gap_ev=9.2 energy_ha=-980.13260 e_above_lowest_kj_mol=275.8 mol_weight_da=301.39 fmax_ev_per_a=0.8
C 2.68 1.10 -2.54 -0.42
N 1.86 1.31 -1.36 -0.44
C 0.49 1.65 -1.70 -0.25
C -0.17 2.49 -0.60 -0.06
O -1.50 2.83 -0.92 -0.51
C -2.49 1.90 -0.76 0.39
C -2.32 0.62 -0.25 -0.35
C -3.42 -0.23 -0.13 -0.18
C -4.68 0.19 -0.52 -0.25
C -4.84 1.46 -1.04 -0.19
C -3.76 2.31 -1.16 -0.29
C 1.93 0.18 -0.45 -0.25
C 3.29 0.08 0.25 0.06
O 4.24 -0.63 -0.51 -0.72
C 3.15 -0.56 1.64 -0.08
O 2.56 -1.84 1.55 -0.52
C 1.22 -2.03 1.73 0.30
C 0.34 -1.13 2.32 -0.28
C -1.00 -1.47 2.47 -0.20
C -1.47 -2.70 2.05 -0.26
C -0.60 -3.60 1.46 -0.17
C 0.73 -3.27 1.30 -0.27
H 2.72 2.03 -3.11 0.20
H 3.69 0.84 -2.23 0.22
H 2.29 0.30 -3.18 0.16
H 0.50 2.25 -2.62 0.21
H -0.12 0.76 -1.91 0.18
H -0.11 1.99 0.37 0.16
H 0.36 3.45 -0.52 0.20
H -1.36 0.25 0.07 0.22
H -3.27 -1.22 0.28 0.21
H -5.52 -0.48 -0.43 0.21
H -5.82 1.80 -1.35 0.21
H -3.87 3.31 -1.56 0.22
H 1.72 -0.77 -0.98 0.18
H 1.16 0.32 0.31 0.21
H 3.70 1.09 0.37 0.20
H 3.99 -1.56 -0.49 0.47
H 2.62 0.10 2.33 0.18
H 4.16 -0.74 2.04 0.21
H 0.67 -0.17 2.68 0.21
H -1.67 -0.76 2.93 0.22
H -2.51 -2.95 2.17 0.22
H -0.95 -4.56 1.12 0.22
H 1.43 -3.96 0.85 0.22



[8]
48
Properties=species:S:1:pos:R:3:nbo_charge:R:1 method="wB97M-V/def2-TZVPD" total_charge=+2 orbital_gap_ev=3.6 energy_ha=-1631.68956 e_above_lowest_kj_mol=1552.9 mol_weight_da=359.64 fmax_ev_per_a=9.7
C 1.18 -2.00 1.72 -0.18
C 0.06 -1.59 0.93 -0.12
C -0.91 -0.54 0.06 0.21
C -2.50 -0.80 0.37 -0.43
C -2.61 -1.12 2.00 -0.44
C -4.09 -0.84 2.64 -0.33
C -4.10 -1.61 4.13 -0.64
O -0.59 0.92 0.18 -0.71
B 0.77 1.01 -0.37 0.84
Cl 1.80 1.38 1.13 -0.03
C 1.18 2.24 -1.39 -0.70
C 2.79 2.59 -1.13 0.26
C 3.27 4.06 -0.48 -0.12
C 4.87 4.41 -0.17 -0.22
C 6.06 3.31 -0.51 0.04
C 5.61 1.87 -1.20 -0.24
C 4.02 1.52 -1.51 -0.09
O 1.05 -0.18 -1.20 -0.70
C -0.32 -0.75 -1.45 0.29
C -1.20 -0.08 -2.69 -0.68
C -0.05 -2.26 -2.03 -0.49
C -1.24 -3.35 -1.67 0.07
N -0.84 -4.46 -0.92 -0.58
H 2.20 -2.42 2.18 0.31
H -3.19 0.15 0.19 0.19
H -2.97 -1.67 -0.27 0.26
H -1.86 -0.40 2.57 0.22
H -2.33 -2.26 2.21 0.28
H -4.15 0.31 2.88 -0.06
H -4.95 -1.22 1.93 0.26
H -4.17 -0.83 5.00 0.23
H -3.07 -2.19 4.29 0.24
H -4.93 -2.44 4.16 0.26
H 1.12 1.80 -2.49 0.30
H 0.49 3.20 -1.27 0.29
H 2.51 4.90 -0.16 0.28
H 5.22 5.43 0.29 0.29
H 7.21 3.48 -0.30 0.29
H 6.40 1.02 -1.48 0.30
H 3.67 0.49 -1.96 0.30
H -0.72 -0.29 -3.76 0.25
H -2.25 -0.65 -2.71 0.24
H -1.43 1.06 -2.54 0.22
H 0.04 -2.26 -3.21 0.24
H 0.97 -2.63 -1.61 0.27
H -2.36 -3.27 -2.03 0.19
H -1.64 -5.11 -0.77 0.34
Al -3.99 2.02 2.42 1.00